i | A molecular structure, C6H15N4, computed with the ωB97M-V functional and the def2-TZVPD basis.

Geometry (Å):
C 0.52772 -0.80760 -0.50465
C 0.32414 -1.61701 -1.50396
C -1.14967 1.91457 -0.01018
C 0.28778 1.95208 -0.57963
C -1.95598 -1.59716 0.69749
C 2.52893 -0.66007 0.81312
N -1.83277 0.64573 -0.09109
N -1.11946 -0.42395 0.49525
N 1.47871 -0.06923 0.00908
N 1.21364 1.28655 0.32047
H 1.07035 -1.73432 -2.27517
H -0.56936 -2.20041 -1.61667
H -1.11498 2.21368 1.04118
H -1.76390 2.63510 -0.54975
H 0.30722 1.51106 -1.58423
H 0.58206 2.99729 -0.65869
H -2.35520 -1.93565 -0.25618
H -1.35862 -2.38933 1.14201
H -2.79625 -1.36409 1.35305
H 2.51389 -1.73939 0.68720
H 3.49465 -0.27986 0.47772
H 2.39976 -0.41238 1.86874
H -2.07141 0.39707 -1.04819
H 2.10362 1.76894 0.38620
H -0.74489 -0.09163 1.38688

HOMO level in eV: -12.34
E_LUMO in eV: -2.70
Orbital gap in eV: 9.6
Charge: +1

ii | A molecular structure, C6H15N4, computed with the ωB97M-V functional and the def2-TZVPD basis.

Geometry (Å):
C 2.39536 -0.36629 -0.58268
C 1.57832 0.81774 -0.09405
C -0.03398 -0.05453 -0.61195
C -1.47967 0.28170 1.45478
C -1.81968 -1.66056 -0.09048
C -0.80247 -0.70171 0.53011
N 1.64765 -1.35066 -1.23865
N 0.47758 -1.11064 -1.36758
N 1.66769 1.04997 1.32799
N -0.78796 0.92955 -1.47116
H 3.35892 -0.16496 -1.11393
H 2.70697 -0.82016 0.34961
H 1.84002 1.66564 -0.64924
H -0.84463 1.15337 1.58612
H -1.85806 -0.14148 2.46425
H -2.42539 0.67160 1.03561
H -2.53238 -1.04262 -0.60391
H -2.33768 -2.29897 0.66355
H -1.21676 -2.29262 -0.74555
H -0.06997 -1.10496 1.15013
H 2.63944 1.04912 1.59931
H 1.33958 2.09569 1.45112
H -1.28091 1.64564 -0.83009
H -1.70013 0.38778 -1.89013
H -0.46183 1.36237 -2.32319

HOMO level in eV: -12.96
E_LUMO in eV: -3.74
Orbital gap in eV: 9.2
Charge: +1

Verdict on stability: ii comes out at the bottom.

i | A gas-phase ion, C3H6NOS (charge +1), computed with the ωB97M-V functional and the def2-TZVPD basis.

Geometry (Å):
N 1.13299 0.94913 0.14955
C -0.11111 0.27191 -0.22064
C -0.29191 -1.30201 -0.59139
S -1.90730 -1.35718 0.28247
C -1.13056 0.14776 0.80032
O -1.41180 0.84120 1.76324
H 1.25446 0.52353 1.12530
H 0.87478 1.92610 0.16826
H 1.84567 0.64635 -0.50406
H -0.46178 0.62903 -1.10680
H -0.43776 -1.44766 -1.67427
H 0.64433 -1.82818 -0.19198

HOMO level in eV: -14.17
E_LUMO in eV: -4.42
Orbital gap in eV: 9.7
Charge: +1

ii | A gas-phase ion, C3H6NOS (charge +1), computed with the ωB97M-V functional and the def2-TZVPD basis.

Geometry (Å):
O 0.24125 -2.19200 -0.78205
N 0.08500 -1.07799 -0.40136
C 0.59334 -0.47711 0.76238
C 0.09188 0.99917 0.89183
S 0.17577 1.66524 -0.84607
C -0.65884 0.20652 -1.33648
H 1.72228 -0.38083 0.53628
H 0.21276 -1.09080 1.68464
H -0.90121 0.88851 1.17154
H 0.62624 1.47631 1.63734
H -0.57823 0.00067 -2.41473
H -1.61024 -0.01770 -0.90333

HOMO level in eV: -14.51
E_LUMO in eV: -6.92
Orbital gap in eV: 7.6
Charge: +1

Verdict on stability: ii comes out at the bottom.

i | A single C3H6O molecule, computed with the ωB97M-V functional and the def2-TZVPD basis.

Geometry (Å):
C -1.21369 -0.36822 0.01312
C 0.01060 0.54767 -0.05086
C 1.36563 -0.00616 0.13820
O 0.85324 0.41163 -1.16419
H -0.93276 -1.40239 -0.01639
H -1.91671 -0.14066 -0.86223
H -1.63911 -0.23194 0.99462
H -0.23410 1.59726 0.12347
H 1.59224 -1.03541 0.20978
H 2.11465 0.62822 0.61448

HOMO level in eV: -10.20
E_LUMO in eV: 1.19
Orbital gap in eV: 11.4

ii | A single C3H6O molecule, computed with the ωB97M-V functional and the def2-TZVPD basis.

Geometry (Å):
C -2.01337 -0.25358 0.03798
C -0.75276 0.27880 -0.11561
O 0.38644 -0.53863 -0.25635
C 1.68424 -0.07123 0.02822
H -2.93870 0.42739 -0.05709
H -2.03731 -1.41503 0.06818
H -0.51415 1.42563 -0.17546
H 2.30829 0.32407 -0.97913
H 1.73182 0.82729 0.85058
H 2.14549 -1.00470 0.59868

HOMO level in eV: -8.93
E_LUMO in eV: 1.08
Orbital gap in eV: 10.0

iii | A single C3H6O molecule, computed with the ωB97M-V functional and the def2-TZVPD basis.

Geometry (Å):
C -0.00537 0.80982 -0.03462
C -1.04299 -0.32757 0.00841
O -0.09332 -1.33999 -0.06644
C 1.11962 -0.35950 0.02083
H 0.07938 1.35863 -0.97190
H -0.17351 1.57326 0.71209
H -1.36855 -0.43605 1.03903
H -1.80225 -0.33064 -0.75397
H 1.61398 -0.51689 -0.88765
H 1.67301 -0.43106 0.93422

HOMO level in eV: -9.48
E_LUMO in eV: 1.18
Orbital gap in eV: 10.7

Verdict on stability: ii comes out at the bottom.

i | A single C3H6O molecule, computed with the ωB97M-V functional and the def2-TZVPD basis.

Geometry (Å):
O -1.68330 0.24464 -0.12647
C -0.41917 0.04599 0.44916
C 0.53949 -0.71155 -0.12971
C 0.73781 0.80727 -0.07818
H -1.93399 -0.62087 -0.41765
H -0.61089 -0.20306 1.53459
H 0.50702 -0.89319 -1.23518
H 1.26350 -1.17649 0.64165
H 1.13057 1.52885 0.54709
H 0.46898 0.97841 -1.18530

HOMO level in eV: -9.63
E_LUMO in eV: 1.10
Orbital gap in eV: 10.7

ii | A single C3H6O molecule, computed with the ωB97M-V functional and the def2-TZVPD basis.

Geometry (Å):
O -0.24058 -0.76158 1.49635
C -0.19824 0.25557 0.50987
C -0.48664 -0.10095 -0.91082
C 0.93294 0.09817 -0.46710
H -0.42159 -0.37672 2.36253
H -0.75116 1.15708 0.71923
H -0.90023 0.71914 -1.49876
H -0.93561 -1.07161 -1.05411
H 1.53791 0.91818 -0.84589
H 1.46321 -0.83728 -0.31131

HOMO level in eV: -9.37
E_LUMO in eV: 1.02
Orbital gap in eV: 10.4

iii | A single C3H6O molecule, computed with the ωB97M-V functional and the def2-TZVPD basis.

Geometry (Å):
C 1.21634 -1.01880 -0.16771
C 0.21183 -0.38464 0.45649
C -0.78523 0.34135 -0.38099
O -1.23834 1.52054 0.39574
H 1.97640 -1.50610 0.43042
H 1.26467 -0.97328 -1.24840
H -0.03463 -0.42789 1.50795
H -1.74759 -0.19105 -0.36425
H -0.43076 0.70324 -1.34022
H -0.43269 1.93662 0.71097

HOMO level in eV: -9.91
E_LUMO in eV: 1.10
Orbital gap in eV: 11.0

Verdict on stability: i comes out at the bottom.

i | A single C3H6O molecule, computed with the ωB97M-V functional and the def2-TZVPD basis.

Geometry (Å):
C 0.99083 0.10239 -1.14667
C 0.33406 0.83531 0.02918
C -0.43606 -0.07719 0.90222
O -1.13447 -0.95884 0.39559
H 0.27617 0.12073 -1.95101
H 1.18609 -0.90794 -0.86547
H 1.84723 0.55244 -1.53075
H 0.99541 1.31223 0.75067
H -0.30734 1.62268 -0.25527
H -0.25477 -0.19248 1.97861

HOMO level in eV: -9.82
E_LUMO in eV: 0.99
Orbital gap in eV: 10.8

ii | A single C3H6O molecule, computed with the ωB97M-V functional and the def2-TZVPD basis.

Geometry (Å):
O -2.07721 0.02494 -0.05171
C -0.38076 -0.01043 -0.56996
C 0.64988 0.86863 0.09315
C 0.71130 -0.68210 0.21690
H -1.74449 -0.19059 0.80682
H -0.45158 -0.34928 -1.63716
H 0.30109 1.30961 0.98363
H 1.26415 1.38604 -0.61451
H 1.30063 -1.28693 -0.43509
H 0.42699 -1.06989 1.20793

HOMO level in eV: -10.12
E_LUMO in eV: 1.08
Orbital gap in eV: 11.2

iii | 2 unconnected molecules or ions with the total composition C3H6O, computed with the ωB97M-V functional and the def2-TZVPD basis.

Geometry (Å):
C -1.48714 0.69362 -0.59800
C -1.14263 -0.32310 -1.40676
H -2.16609 0.45020 0.20288
H -1.16297 1.69073 -0.90350
H -1.29954 -1.32978 -1.11643
H -0.74364 -0.26642 -2.47087
C 1.03793 -0.65460 1.03003
O 1.67696 0.41029 1.01163
H 0.33029 -0.77599 1.85114
H 1.17732 -1.34655 0.19209

HOMO level in eV: -10.07
E_LUMO in eV: 0.86
Orbital gap in eV: 10.9

iv | A single C3H6O molecule, computed with the ωB97M-V functional and the def2-TZVPD basis.

Geometry (Å):
C 0.53953 -0.56935 -0.85085
C -0.49907 -0.28324 0.20838
C -0.29167 0.99042 1.06160
O 0.55320 1.77808 0.71962
H 0.89867 -1.63535 -0.83777
H 1.49814 -0.03930 -0.80940
H 0.34801 -0.38746 -1.93681
H -1.43450 0.04833 -0.27281
H -0.53572 -1.09307 0.91309
H -1.07659 1.19095 1.80495

HOMO level in eV: -9.78
E_LUMO in eV: 1.02
Orbital gap in eV: 10.8

Verdict on stability: ii comes out at the bottom.

i | A single C3H6O molecule, computed with the ωB97M-V functional and the def2-TZVPD basis.

Geometry (Å):
C 0.71386 0.84998 0.64261
C -0.41972 0.27288 -0.26616
C -0.47805 -1.14653 -0.56343
O -1.70016 -0.69697 -0.05617
H 0.90544 1.91632 0.43767
H 1.67130 0.32525 0.45693
H 0.48675 0.73676 1.69448
H -0.83742 0.99642 -0.95090
H -0.35899 -1.45803 -1.58619
H 0.04181 -1.76147 0.18003

HOMO level in eV: -10.09
E_LUMO in eV: 1.12
Orbital gap in eV: 11.2

ii | A single C3H6O molecule, computed with the ωB97M-V functional and the def2-TZVPD basis.

Geometry (Å):
C -0.09577 -0.48278 -1.80461
C -0.47216 -0.12167 -0.59011
C 0.35950 -0.24359 0.66055
O 0.16137 0.78005 1.60512
H -0.75515 -0.35816 -2.65498
H 0.83440 -0.98930 -2.03612
H -1.45184 0.35001 -0.51786
H 0.11038 -1.17917 1.17006
H 1.40451 -0.29147 0.32973
H -0.19795 1.55980 1.21289

HOMO level in eV: -9.86
E_LUMO in eV: 1.10
Orbital gap in eV: 11.0

iii | A molecular structure, C3H6O, computed with the ωB97M-V functional and the def2-TZVPD basis.

Geometry (Å):
C -0.83060 -0.59795 -0.50916
C 1.16388 0.01834 0.36518
C -0.71304 0.68026 0.04112
O 1.31395 -0.82357 -0.60152
H -1.15535 -1.43418 0.09743
H -0.75982 -0.80194 -1.56676
H 0.87749 -0.33459 1.36607
H 1.85265 0.87930 0.42638
H -0.58518 1.52703 -0.62172
H -1.16397 0.88730 1.00296

HOMO level in eV: -8.41
E_LUMO in eV: -0.26
Orbital gap in eV: 8.2

iv | A single C3H6O molecule, computed with the ωB97M-V functional and the def2-TZVPD basis.

Geometry (Å):
O 0.87720 1.55919 -0.40530
C 0.24977 0.51275 0.42791
C -1.02451 -0.13018 0.16948
C 0.17406 -0.89483 -0.12686
H 1.40419 1.05924 -0.97550
H 0.62934 0.60305 1.40584
H -1.41192 0.43735 -0.70214
H -1.79775 -0.32534 0.96653
H 0.61537 -1.70852 0.47424
H 0.28424 -1.11271 -1.23420

HOMO level in eV: -10.16
E_LUMO in eV: 1.16
Orbital gap in eV: 11.3

Verdict on stability: iii comes out at the bottom.

i | A molecular structure, C24H21BrCl2InNO9, computed with the ωB97M-V functional and the def2-TZVPD basis.

Geometry (Å):
In 9.36220 8.43435 12.27975
O 7.61576 5.14647 12.31728
C 7.27786 6.33403 12.25914
O 7.70051 7.27485 13.13046
C 6.32103 6.89040 11.14066
C 5.61814 8.21203 11.57629
C 4.34877 8.40981 10.72817
C 4.99651 8.70919 9.33923
C 6.45205 8.78884 9.64044
O 6.54642 9.27176 11.03404
C 6.91194 7.26776 9.73377
C 8.48556 7.15236 9.48369
O 8.95447 6.31686 8.69094
O 9.09934 8.07904 10.13926
H 5.52959 6.11082 11.03147
H 5.41320 8.34425 12.65212
H 3.76307 9.25569 11.06763
H 3.72069 7.47515 10.73136
H 4.72029 9.73212 8.95161
H 4.66319 8.06786 8.49295
H 7.11594 9.36084 9.00094
H 6.28289 6.64337 9.08081
Cl 8.21096 11.21547 6.75804
C 9.82947 10.63459 6.66349
C 10.32431 10.10297 5.49011
C 11.67887 9.73458 5.47228
C 12.52981 9.80414 6.56772
C 12.00052 10.40130 7.70104
Cl 13.01228 10.72844 9.04748
C 10.65970 10.76240 7.81847
N 10.14081 11.40386 8.93678
C 10.16892 12.81121 9.11273
C 10.78633 13.64686 8.13825
C 10.68951 14.99378 8.26587
C 10.11047 15.60408 9.42032
C 9.62841 14.80043 10.41644
C 9.55298 13.38862 10.23573
C 8.71839 12.56676 11.16947
C 9.33189 11.59266 12.20027
O 9.27557 11.83015 13.42373
O 9.83502 10.47544 11.72394
H 9.72902 10.19268 4.56892
H 12.11898 9.49212 4.51119
H 13.60133 9.63407 6.46324
H 10.25595 10.93992 9.82340
H 11.35306 13.15125 7.37643
H 11.19664 15.65058 7.50460
H 10.12208 16.69851 9.52757
H 9.22535 15.28736 11.33278
H 7.96472 12.07702 10.53643
H 8.14850 13.22852 11.80180
Br 11.91141 7.70855 12.52217
C 7.53054 10.68352 15.74577
O 7.64772 9.74882 14.59855
C 8.82312 9.31080 14.30212
O 9.75192 9.34618 15.11726
H 6.56916 10.46302 16.17904
H 7.52043 11.68271 15.27409
H 8.39331 10.47607 16.35062

HOMO level in eV: -1.68
E_LUMO in eV: 4.18
Orbital gap in eV: 5.9
Charge: -2

ii | A molecular structure, C24H21BrCl2InNO9, computed with the ωB97M-V functional and the def2-TZVPD basis.

Geometry (Å):
In -9.57847 -6.53633 -13.77195
O -10.91269 -4.45696 -10.33415
C -10.29168 -5.25218 -10.98319
O -10.77107 -5.61157 -12.15302
C -8.97433 -5.93712 -10.43903
C -9.09628 -7.47409 -10.57828
C -8.17639 -8.05831 -9.52404
C -6.74128 -7.73708 -9.96911
C -6.96521 -7.02050 -11.27928
O -8.20569 -7.70187 -11.83690
C -7.57381 -5.60698 -11.02749
C -7.51718 -4.65780 -12.25592
O -6.82879 -3.66348 -12.10002
O -8.16947 -4.92456 -13.32938
H -8.94325 -5.71651 -9.37236
H -10.08351 -7.95640 -10.73241
H -8.21741 -9.14517 -9.55271
H -8.32712 -7.85758 -8.46893
H -6.08962 -8.61981 -10.14154
H -6.21631 -7.14087 -9.20685
H -6.22380 -7.03686 -12.02804
H -7.00503 -5.05271 -10.26270
Cl -3.46431 -5.39483 -13.37773
C -4.19290 -4.31848 -14.48872
C -3.90952 -2.97958 -14.30513
C -4.54280 -1.99104 -15.09049
C -5.62147 -2.28683 -15.92032
C -5.91731 -3.60843 -16.16391
Cl -6.99250 -4.14480 -17.43330
C -5.23491 -4.61759 -15.37081
N -5.49195 -6.00471 -15.67412
C -4.93677 -6.70035 -16.68289
C -3.82776 -6.24603 -17.33342
C -3.15780 -6.95803 -18.30113
C -3.49857 -8.29411 -18.45251
C -4.69447 -8.74278 -17.93401
C -5.45336 -7.99389 -17.07619
C -6.59735 -8.69798 -16.37536
C -7.83053 -7.86056 -16.13981
O -8.79562 -7.87260 -16.88520
O -7.79245 -7.12895 -15.01125
H -3.10955 -2.78280 -13.59414
H -4.13600 -1.02254 -15.07464
H -6.16728 -1.48669 -16.43419
H -6.40272 -6.29581 -15.28900
H -3.45304 -5.27374 -17.06008
H -2.29691 -6.49726 -18.91228
H -2.83192 -8.92901 -19.07697
H -5.01354 -9.78238 -18.11322
H -6.19090 -9.00631 -15.39420
H -6.79736 -9.60480 -16.92280
Br -10.93727 -8.70830 -13.80934
C -10.76075 -4.75272 -17.58702
O -10.25658 -5.07521 -16.27936
C -11.06687 -5.70643 -15.42257
O -12.30598 -5.80869 -15.42229
H -10.13160 -5.34169 -18.27315
H -10.45203 -3.72392 -17.65085
H -11.85393 -4.88531 -17.72253

HOMO level in eV: -1.86
E_LUMO in eV: 4.28
Orbital gap in eV: 6.1
Charge: -2

Verdict on stability: i comes out at the bottom.

i | 2 unconnected molecules or ions with the total composition C2H5O2S, computed with the ωB97M-V functional and the def2-TZVPD basis.

Geometry (Å):
C -0.38741 1.32462 0.11026
S -1.90884 0.68633 -0.64374
H 0.11417 0.43485 0.54889
H 0.26867 1.73568 -0.65150
H -0.62245 2.06992 0.87221
H -2.36530 1.82968 -1.18443
O 0.68891 -1.32352 1.14170
C 1.74323 -1.40005 0.45870
O 2.24219 -0.54505 -0.29664
H 2.29800 -2.36932 0.55920

HOMO level in eV: -4.15
E_LUMO in eV: 3.42
Orbital gap in eV: 7.6
Charge: -1

ii | 2 unconnected molecules or ions with the total composition C2H5O2S, computed with the ωB97M-V functional and the def2-TZVPD basis.

Geometry (Å):
C 0.50860 1.99666 -1.00369
S -1.09381 1.19243 -0.66302
H 1.27832 1.42553 -0.48550
H 0.73864 2.00420 -2.05746
H 0.46815 3.00964 -0.59850
O 0.82396 -0.60689 0.86614
C 0.85205 -1.87060 0.84233
O -0.08528 -2.67748 0.87041
H 1.88504 -2.30159 0.78489
H -0.53447 0.21329 0.14037

HOMO level in eV: -4.45
E_LUMO in eV: 3.75
Orbital gap in eV: 8.2
Charge: -1

Verdict on stability: i comes out at the bottom.